Computed, not measured: one molecule with the formula C4H7NO at a distorted geometry, with ωB97M-V/def2-TZVPD.

Structure (XYZ):
```
13
Properties=species:S:1:pos:R:3
C -1.213 0.499 1.104
C -1.326 0.039 -0.317
C 0.126 0.132 -0.421
N 0.890 -0.910 -0.484
C 2.191 -0.725 -0.769
O 3.183 -0.905 -0.113
H -0.284 -0.202 1.523
H -1.985 0.028 1.708
H -1.127 1.549 1.392
H -1.851 0.767 -0.926
H -1.710 -0.975 -0.432
H 0.622 1.114 -0.475
H 2.485 -0.410 -1.793
```

Summary:
Max |F| in Eh/bohr: 0.09716
Total charge: 0
Kohn-Sham gap in eV: 10.2167
SMILES: CC/C=N/C=O
HOMO in Eh: -0.3525
ΔE to the lowest compared entry with this formula, charge and spin in eV: 2.847
Calculated total energy in eV: -7796.79763

Computed, not measured: one molecule with the formula C4H7NO at a distorted geometry, with ωB97M-V/def2-TZVPD.

Structure (XYZ):
```
13
Properties=species:S:1:pos:R:3
C 1.057 -1.538 0.103
C 1.433 0.022 0.160
O 2.606 0.358 0.167
C 0.320 0.958 0.105
C -0.958 0.498 0.166
N -2.054 1.218 -0.218
H 0.025 -1.863 0.228
H 1.642 -2.020 0.891
H 1.406 -1.876 -0.875
H 0.559 1.975 -0.187
H -1.249 -0.382 0.732
H -2.904 0.688 -0.383
H -1.883 1.961 -0.889
```

Summary:
Max |F| in Eh/bohr: 0.02930
Total charge: 0
Kohn-Sham gap in eV: 9.4556
SMILES: CC(=O)/C=C/N
HOMO in Eh: -0.3212
ΔE to the lowest compared entry with this formula, charge and spin in eV: 1.339
Calculated total energy in eV: -7798.30575